# 1
# C5H9N4

A gas-phase ion, C5H9N4 (charge +1) at a distorted geometry (ωB97M-V with the def2-TZVPD basis set, the OMol25 dataset).

Strongest force on any atom, eV Å⁻¹: 5.46
Net charge: +1
SMILES: [H]/N=C/[C@@H](N)[n+]1ccc[nH]1
E_tot, a.u.: -414.64377
HOMO-LUMO gap, eV: 10.8
ΔE to the lowest compared entry with this formula, charge and spin, eV: 2.450

XYZ file:
```
18
Properties=species:S:1:pos:R:3:forces:R:3:mulliken_charge:R:1
H -2.462228 -1.481807 -1.618544 -3.040 -1.207 -1.350 0.239
N -1.649683 -1.231261 -1.192935 2.965 1.690 0.726 -0.409
C -1.619370 -1.269249 0.049457 1.904 -0.638 0.149 -0.592
C -0.254471 -0.876425 0.741865 -1.429 -1.521 -0.701 0.617
N 0.811621 -1.853372 0.414117 0.928 -0.456 1.674 -0.784
N 0.120813 0.443179 0.235588 0.082 0.143 -0.542 0.241
C -0.599739 1.563975 -0.046651 5.395 -0.835 -0.044 -0.037
C 0.371662 2.496688 -0.457010 -0.390 0.036 -0.784 -0.766
C 1.607123 1.848752 -0.462462 -0.555 -0.034 0.437 -0.090
N 1.433800 0.584993 -0.029261 -2.167 2.169 -0.024 -0.238
H -2.351868 -1.722382 0.680961 -0.710 -0.034 0.611 0.478
H -0.518274 -0.729226 1.773218 0.530 -0.291 0.786 0.279
H 1.537817 -2.171966 1.149346 -2.093 1.104 -1.011 0.262
H 0.506270 -2.724293 -0.027824 -0.247 0.800 -0.076 0.261
H -1.575913 1.622826 0.210061 -2.890 0.200 0.332 0.527
H 0.204777 3.493320 -0.883176 0.033 -0.534 0.584 0.374
H 2.549363 2.300708 -0.673853 0.502 -0.227 -0.237 0.473
H 1.888300 -0.294460 0.137102 1.181 -0.364 -0.531 0.164
```
Positions in Å, forces in eV/Å.


# 2
# C5H9N4O

A gas-phase ion, C5H9N4O (charge +1) at a distorted geometry (ωB97M-V with the def2-TZVPD basis set, the OMol25 dataset).

Strongest force on any atom, eV Å⁻¹: 5.33
Net charge: +1
SMILES: NCC/[NH+]=C\c1cnon1
E_tot, a.u.: -489.78335
HOMO-LUMO gap (alpha / beta), eV: 7.2 / 7.2
ΔE to the lowest compared entry with this formula, charge and spin, eV: 5.109

XYZ file:
```
19
Properties=species:S:1:pos:R:3:forces:R:3:mulliken_charge:R:1
N -1.883062 1.619596 0.851853 0.108 -2.113 0.356 -0.510
C -2.271359 0.617706 -0.165400 0.666 0.364 2.145 -0.478
C -1.091186 -0.051155 -1.044794 1.760 3.530 3.583 -0.369
N -0.582067 -1.166193 -0.283860 1.199 0.800 -0.461 -0.023
C 0.570980 -1.377267 0.273020 -2.543 0.210 -1.349 -0.434
C 1.662626 -0.508333 0.041024 2.870 -1.374 2.069 0.633
C 3.042793 -0.752295 0.525465 -1.952 -0.149 -0.782 -0.188
N 3.686361 0.287433 0.161452 2.533 -0.199 0.885 -0.271
O 2.860179 1.135384 -0.417181 0.260 1.010 -0.500 -0.024
N 1.651429 0.669034 -0.480924 -1.618 0.384 -0.680 -0.182
H -1.605721 2.537679 0.605491 0.069 0.709 -0.942 0.237
H -1.204233 1.273318 1.531355 -0.457 0.020 -0.162 0.175
H -2.847686 1.170727 -0.929069 -0.400 -0.744 0.657 0.366
H -2.808323 -0.241813 0.487262 0.647 1.877 -2.081 0.271
H -1.699091 -0.274557 -1.832174 -0.480 -1.486 -2.777 0.339
H -0.242651 0.738322 -1.139939 -1.940 -1.585 -0.560 0.352
H -1.298469 -1.787807 -0.068615 -1.359 -1.697 0.549 0.284
H 0.558132 -2.291267 0.849822 0.809 0.098 0.272 0.431
H 3.501349 -1.598509 1.035204 -0.173 0.346 -0.224 0.390
```
Positions in Å, forces in eV/Å.


# 3
# C5H9N5

2 unconnected molecules or ions with the total composition C5H9N5 at a distorted geometry (ωB97M-V with the def2-TZVPD basis set, the OMol25 dataset).

Strongest force on any atom, eV Å⁻¹: 5.24
E_tot, a.u.: -469.50943
HOMO-LUMO gap, eV: 9.7
ΔE to the lowest compared entry with this formula, charge and spin, eV: 3.512

XYZ file:
```
19
Properties=species:S:1:pos:R:3:forces:R:3:mulliken_charge:R:1
C 0.518884 0.717003 -1.003623 -0.699 -2.858 0.915 0.167
C -0.323760 -2.066601 -0.316483 0.858 -1.776 2.882 -0.668
C -1.425263 -1.165602 0.095054 -1.639 -0.700 1.597 -0.611
C -0.086193 -0.792926 0.459613 2.668 -0.227 -4.502 0.583
C 0.296570 0.747409 2.029217 -0.480 2.002 -0.497 -0.932
N 0.505554 2.280625 -2.543313 -0.720 -0.278 -0.753 -0.346
N 0.002367 1.041512 -2.209305 -1.081 0.202 0.080 0.093
N 1.423794 1.608638 -0.721637 -0.088 0.516 1.292 -0.234
N 1.322923 2.599136 -1.629205 0.431 -0.283 -0.915 -0.436
N 0.587014 -0.582518 1.577763 1.434 -0.255 0.880 -0.250
H -0.162085 -3.085946 0.195951 -0.380 1.905 -0.592 0.234
H -0.129759 -2.108044 -1.319965 0.766 0.097 -2.254 0.264
H -1.945042 -0.689055 -0.707594 -0.442 0.463 0.124 0.231
H -1.964808 -1.553205 0.969340 -0.408 0.448 -0.561 0.275
H 0.517157 0.824639 3.097775 0.543 0.563 -0.376 0.299
H 0.796145 1.406513 1.206907 -0.553 -0.282 2.443 0.480
H -0.795522 0.971401 1.945068 0.709 -0.465 0.014 0.269
H 1.649957 -0.743677 1.613298 -2.414 -0.125 -0.607 0.328
H -0.787933 0.590697 -2.738861 1.495 1.052 0.831 0.254
```
Positions in Å, forces in eV/Å.